The following is a quantum chemistry calculation of a cluster of 5 separate species, C26H48F12O7 in total, from the Open Molecules 2025 dataset.

Calculated values
**E_tot**: -2744.4950 a.u.
**Charge**: 0
**Spin multiplicity**: 1

CARTESIAN COORDINATES (ANGSTROEM)
O (1.08761, -0.72568, -0.32923)
C (2.11793, -0.19535, -0.16654)
O (3.22577, -0.60236, -0.85663)
C (3.45710, 0.29287, -1.96968)
C (4.41355, 1.43645, -1.57072)
C (4.25746, 2.71237, -2.38834)
F (4.13693, 3.76175, -1.56833)
F (3.20146, 2.72472, -3.19282)
F (5.32034, 2.94691, -3.13919)
O (2.36479, 0.79607, 0.69271)
C (1.23370, 1.64724, 0.92223)
C (1.05659, 2.70973, -0.18481)
C (-0.32232, 3.36934, -0.07312)
F (-0.11857, 4.70550, -0.17404)
F (-0.87191, 3.19857, 1.11898)
C (-1.32199, 3.02145, -1.21390)
F (-2.53903, 3.39311, -0.79022)
F (-1.03975, 3.75060, -2.26543)
C (-1.43373, 1.52968, -1.56276)
F (-0.42544, 1.12311, -2.31233)
F (-1.49552, 0.79315, -0.47625)
C (-2.75014, 1.20379, -2.38448)
F (-3.13110, 2.19496, -3.13842)
F (-3.69946, 0.77894, -1.61617)
F (-2.46394, 0.19709, -3.19600)
H (2.48768, 0.64478, -2.33191)
H (3.95040, -0.30490, -2.73260)
H (4.33021, 1.69114, -0.51695)
H (5.43541, 1.08303, -1.71972)
H (1.44349, 2.17718, 1.85004)
H (0.32706, 1.08112, 1.12440)
H (1.28269, 2.34638, -1.18737)
H (1.78305, 3.49603, 0.02465)
C (0.34325, -3.88049, -1.18878)
C (0.53125, -3.17603, -2.52024)
O (1.69441, -3.58477, -3.22144)
C (1.75651, -4.95177, -3.58341)
C (0.63569, -5.39122, -4.51071)
H (1.23854, -3.78146, -0.57215)
H (-0.50149, -3.45159, -0.65203)
H (0.15067, -4.94765, -1.31971)
H (0.64581, -2.10854, -2.33805)
H (-0.35596, -3.29026, -3.15425)
H (1.79164, -5.58273, -2.68809)
H (2.71175, -5.08152, -4.09433)
H (-0.33714, -5.34825, -4.01798)
H (0.79821, -6.41847, -4.84015)
H (0.58842, -4.74332, -5.38771)
C (2.59097, 8.27210, -6.40377)
C (3.48436, 7.62557, -5.35814)
O (2.88018, 7.51076, -4.08342)
C (1.70531, 6.72209, -4.01850)
C (1.91973, 5.27237, -4.41988)
H (2.22082, 9.23510, -6.04801)
H (3.14480, 8.43000, -7.33002)
H (1.72366, 7.65118, -6.63477)
H (4.37036, 8.24555, -5.21488)
H (3.84076, 6.64776, -5.70194)
H (0.90577, 7.17803, -4.61332)
H (1.37887, 6.75821, -2.97800)
H (2.17782, 5.17998, -5.47684)
H (1.01247, 4.69308, -4.24576)
H (2.73214, 4.83576, -3.84623)
C (-1.45961, -3.22958, 2.25361)
C (-0.34754, -2.24137, 2.56534)
O (-0.50708, -1.57943, 3.80765)
C (-0.52025, -2.40808, 4.95649)
C (0.76526, -3.19219, 5.15841)
H (-2.43598, -2.74617, 2.32777)
H (-1.34257, -3.62630, 1.24683)
H (-1.45749, -4.07243, 2.94783)
H (-0.34589, -1.46077, 1.80323)
H (0.63358, -2.72749, 2.51426)
H (-1.38790, -3.07602, 4.93275)
H (-0.66251, -1.74282, 5.80926)
H (0.91880, -3.92818, 4.36709)
H (0.73734, -3.72512, 6.10961)
H (1.62679, -2.52199, 5.15420)
C (-4.74534, -2.21983, 5.69353)
C (-4.39901, -3.69896, 5.72866)
O (-4.02629, -4.16334, 7.01322)
C (-5.00821, -4.04958, 8.02744)
C (-6.27631, -4.83679, 7.74270)
H (-3.93228, -1.62719, 6.11659)
H (-4.91924, -1.89363, 4.66743)
H (-5.64575, -2.00227, 6.27071)
H (-3.53929, -3.87438, 5.08015)
H (-5.21982, -4.30358, 5.32646)
H (-5.23832, -2.99573, 8.21975)
H (-4.54471, -4.43842, 8.93502)
H (-6.81606, -4.43738, 6.88227)
H (-6.94554, -4.79959, 8.60327)
H (-6.03875, -5.87968, 7.52602)

---

The following is a quantum chemistry calculation of a cluster of 3 separate species, C26H48F5N4O8S in total, from the Open Molecules 2025 dataset.

Calculated values
**E_tot**: -2737.5765 a.u.
**Charge**: +1
**ΔE to the lowest compared entry with this formula, charge and spin**: 0.0 kcal/mol
**Spin multiplicity**: 1

CARTESIAN COORDINATES (ANGSTROEM)
C (1.40897, 0.83281, 4.14301)
C (1.41976, -0.04514, 2.86107)
C (1.45411, -1.52316, 3.24062)
C (2.63390, 0.30690, 1.97848)
C (2.35711, 0.50478, 0.50482)
C (3.12187, -0.21800, -0.40134)
N (2.99653, -0.10955, -1.73345)
C (3.85340, -0.88123, -2.65446)
C (3.52366, -2.36978, -2.66231)
N (2.23846, -2.67696, -3.31560)
C (2.07398, 0.71568, -2.23881)
C (1.25980, 1.45601, -1.40138)
S (0.06594, 2.48686, -2.24816)
O (-0.31290, 3.57740, -1.41611)
O (0.58771, 2.81211, -3.53695)
C (-1.39352, 1.33848, -2.42984)
F (-1.63394, 0.88984, -1.18545)
F (-2.42998, 2.00931, -2.87095)
C (-1.11854, 0.07067, -3.30884)
F (-0.33070, 0.33031, -4.34167)
F (-2.27391, -0.39670, -3.74106)
F (-0.53260, -0.86808, -2.55890)
C (1.38617, 1.38555, -0.01077)
C (0.57507, 2.26966, 0.89403)
O (1.03182, 3.28675, 1.27902)
O (-0.64086, 1.83853, 1.19036)
H (1.35562, 0.21878, 5.03398)
H (2.28335, 1.47034, 4.22104)
H (0.54911, 1.49805, 4.12417)
H (0.47364, 0.11925, 2.36694)
H (2.35836, -1.77187, 3.78691)
H (1.36031, -2.13622, 2.34408)
H (0.56661, -1.73384, 3.82986)
H (3.18405, 1.17990, 2.32149)
H (3.31906, -0.53534, 2.05202)
H (3.86438, -0.90572, -0.02917)
H (3.70352, -0.49434, -3.65638)
H (4.90042, -0.70695, -2.42687)
H (3.54883, -2.77521, -1.65546)
H (4.30446, -2.83945, -3.25528)
H (1.54212, -2.87722, -2.61054)
H (1.91949, -1.88523, -3.85844)
H (1.96657, 0.79098, -3.30935)
H (-0.91139, 2.28630, 2.00717)
C (-6.51627, 3.76665, -8.98092)
O (-5.99074, 4.90092, -8.31899)
C (-6.24465, 4.94342, -6.92155)
C (-4.97892, 4.71338, -6.12204)
N (-4.51198, 3.33677, -6.24244)
C (-3.16736, 3.10111, -5.72715)
C (-1.99515, 3.85235, -6.35491)
O (-1.68924, 3.46655, -7.67895)
C (-2.47681, 4.07064, -8.69111)
H (-6.44538, 3.95096, -10.05134)
H (-5.94847, 2.85730, -8.75347)
H (-7.56654, 3.60601, -8.72328)
H (-7.02680, 4.23340, -6.63812)
H (-6.60987, 5.94922, -6.69735)
H (-5.18003, 4.92966, -5.06839)
H (-4.23350, 5.43552, -6.47894)
H (-4.53428, 3.06663, -7.21636)
H (-2.96853, 2.03093, -5.84624)
H (-3.17345, 3.30729, -4.65515)
H (-1.10507, 3.60302, -5.76805)
H (-2.10962, 4.94046, -6.28601)
H (-2.76135, 5.09276, -8.43150)
H (-3.37091, 3.48148, -8.91036)
H (-1.87601, 4.09961, -9.59975)
C (-1.05938, -3.72037, 8.24151)
O (0.01799, -3.69239, 9.15503)
C (0.48510, -4.97564, 9.55855)
C (1.85065, -5.27573, 8.97771)
N (1.78528, -5.48085, 7.53534)
C (3.08053, -5.51121, 6.86132)
C (3.97205, -4.27517, 6.93462)
O (3.48253, -3.14853, 6.22392)
C (2.52166, -2.36728, 6.90888)
H (-1.45947, -2.70940, 8.17654)
H (-0.74095, -4.02733, 7.23801)
H (-1.85496, -4.38818, 8.58224)
H (-0.23504, -5.75743, 9.30215)
H (0.57629, -4.95006, 10.64732)
H (2.24574, -6.18038, 9.44825)
H (2.50940, -4.43976, 9.24724)
H (1.22623, -4.74579, 7.12472)
H (2.88278, -5.70907, 5.80453)
H (3.64664, -6.36716, 7.24107)
H (4.91769, -4.53401, 6.45230)
H (4.22076, -3.99598, 7.96448)
H (2.69722, -2.34095, 7.98604)
H (1.50694, -2.72086, 6.70400)
H (2.59544, -1.34776, 6.52509)

---

The following is a quantum chemistry calculation of a structure of composition C26H48FeOP2, from the Open Molecules 2025 dataset.

Calculated values
**E_tot**: -3040.7975 a.u.
**<S²>**: 8.777
**Charge**: +1
**ΔE to the lowest compared entry with this formula, charge and spin**: 0.0 kcal/mol
**Spin multiplicity**: 6

CARTESIAN COORDINATES (ANGSTROEM)
Fe (-0.02477, 0.02091, 1.11275)
C (-1.77306, 1.59619, 0.80486)
C (-2.29462, 0.71354, -0.16931)
C (-1.99376, -0.50428, 1.77183)
C (-1.71296, 0.89692, 2.05361)
C (-2.38281, -0.57970, 0.40512)
C (-1.78676, 3.05489, 0.66877)
H (-1.42289, 3.32925, -0.31602)
H (-1.15294, 3.52201, 1.41675)
H (-2.79988, 3.45398, 0.78368)
C (-1.73855, 1.50193, 3.39675)
H (-1.55874, 2.58082, 3.34450)
H (-0.96725, 1.05326, 4.03232)
H (-2.71849, 1.33266, 3.87886)
C (-2.23735, -1.56796, 2.75483)
H (-3.30612, -1.66386, 2.97194)
H (-1.72164, -1.37958, 3.69314)
H (-1.87314, -2.51957, 2.36786)
C (-3.13596, -1.70558, -0.16576)
H (-4.22167, -1.59987, -0.02644)
H (-2.83719, -2.63116, 0.32242)
H (-2.92271, -1.76551, -1.22590)
C (-2.95478, 1.16876, -1.40995)
H (-3.94915, 1.63818, -1.24211)
H (-3.11540, 0.33852, -2.10982)
H (-2.32138, 1.91635, -1.90696)
C (1.51247, 0.51259, -2.66884)
C (0.50086, 1.36194, -2.82129)
C (-0.10597, 1.61469, -4.17650)
C (-0.97349, 0.48118, -4.81206)
C (-1.10972, -0.78874, -4.01460)
C (-0.06594, -1.63899, -3.90868)
C (1.26058, -1.30979, -4.54707)
C (2.10827, -0.20540, -3.85598)
H (0.68409, 1.83984, -4.91377)
H (-0.58362, 0.29097, -5.82920)
H (-0.75362, 2.49994, -4.10833)
H (2.36485, 0.52365, -4.64544)
H (1.99196, 0.34123, -1.68655)
H (0.11283, 1.96409, -1.98069)
H (3.05292, -0.67471, -3.54561)
H (1.87720, -2.21607, -4.52315)
H (-0.11504, -2.58817, -3.37101)
H (1.14060, -1.03224, -5.60904)
H (-1.97789, 0.90159, -4.92564)
H (-2.08939, -0.96293, -3.57064)
P (1.67128, 1.84381, 1.25811)
C (1.36394, 2.66377, 2.86070)
H (2.22336, 3.28032, 3.13901)
H (1.20439, 1.92142, 3.64227)
H (0.48806, 3.31226, 2.81200)
C (3.41968, 1.38938, 1.44200)
H (4.02330, 2.20761, 1.84425)
H (3.82069, 1.08576, 0.47735)
H (3.49348, 0.54214, 2.12293)
C (1.87382, 3.32071, 0.23347)
H (2.32003, 3.05376, -0.72013)
H (2.53229, 4.04106, 0.73001)
H (0.91420, 3.79722, 0.05251)
P (0.90108, -2.29545, 0.56018)
C (-0.23983, -3.58087, -0.05637)
H (0.27292, -4.45090, -0.47935)
H (-0.90837, -3.17104, -0.80128)
H (-0.85516, -3.94169, 0.77457)
C (2.49119, -2.54324, -0.30053)
H (2.38799, -2.63538, -1.38190)
H (3.00704, -3.44404, 0.06060)
H (3.12538, -1.68088, -0.08755)
C (1.33746, -3.24607, 2.06943)
H (1.54465, -4.29055, 1.84616)
H (0.51437, -3.21656, 2.77660)
H (2.20803, -2.82479, 2.55789)
C (0.52952, -0.72655, 4.45917)
C (0.90084, -0.41835, 3.01100)
O (2.11385, -0.64447, 2.81414)
H (0.79948, -1.76583, 4.70127)
H (-0.50640, -0.59598, 4.73437)
H (1.11943, -0.10238, 5.15346)